Entry 1:
# C37H60F5N17PS

16 unconnected molecules or ions with the total composition C37H60F5N17PS (ωB97M-V/def2-TZVPD, the Open Molecules 2025 dataset).

```
121
C37H60F5N17PS | the Open Molecules 2025 dataset | ωB97M-V/def2-TZVPD
C -0.679 -4.711 0.589
C -2.042 -3.889 0.198
S -1.899 -2.932 -1.450
C -2.241 -1.103 -1.012
N -1.064 -0.194 -1.303
C -1.222 0.563 -2.640
C -1.807 -0.346 -3.866
P 0.524 -0.988 -1.370
N 0.916 -1.693 -2.765
C -1.022 0.901 -0.249
F -0.294 2.136 -0.734
F -2.411 1.406 0.071
C -0.330 0.523 1.171
F -0.955 1.445 2.195
F 1.144 0.848 1.253
F -0.545 -0.839 1.689
H 0.270 -4.077 0.290
H -0.581 -4.897 1.763
H -0.627 -5.764 0.037
H -2.283 -3.119 1.076
H -2.942 -4.637 0.169
H -2.538 -1.146 0.144
H -3.255 -0.755 -1.540
H -2.019 1.438 -2.478
H -0.172 0.989 -3.015
H -1.454 -1.459 -3.891
H -1.413 0.153 -4.875
H -2.993 -0.230 -3.915
H 1.525 0.066 -1.152
H 0.611 -2.011 -0.339
H 1.772 -1.247 -3.176
C 4.891 1.512 1.089
C 4.302 0.812 -0.065
N 3.837 0.258 -0.977
H 4.840 2.600 0.970
H 4.371 1.264 2.020
H 5.945 1.250 1.226
C 8.065 3.336 3.161
C 7.399 2.051 3.430
N 6.873 1.035 3.643
H 9.104 3.195 2.845
H 7.559 3.896 2.367
H 8.081 3.978 4.048
C -1.451 4.581 1.978
C -2.156 5.828 2.319
N -2.713 6.814 2.588
H -1.359 4.451 0.894
H -0.437 4.563 2.393
H -1.975 3.701 2.366
C 1.720 3.776 3.869
C 3.167 3.968 3.674
N 4.310 4.120 3.521
H 1.496 3.361 4.857
H 1.171 4.720 3.783
H 1.300 3.089 3.126
C -5.408 -4.065 -3.777
C -4.927 -2.884 -4.514
N -4.548 -1.951 -5.096
H -5.957 -3.782 -2.873
H -6.083 -4.675 -4.387
H -4.581 -4.712 -3.466
C 2.670 4.164 -1.284
C 4.117 4.356 -1.478
N 5.261 4.508 -1.632
H 2.447 3.749 -0.295
H 2.122 5.108 -1.370
H 2.250 3.477 -2.026
C 7.509 -0.515 6.459
C 8.755 -1.233 6.776
N 9.740 -1.800 7.026
H 7.252 0.212 7.236
H 7.588 0.035 5.515
H 6.661 -1.201 6.363
C -3.377 1.646 -7.511
C -2.131 0.928 -7.194
N -1.147 0.361 -6.943
H -3.635 2.373 -6.733
H -3.298 2.196 -8.454
H -4.226 0.960 -7.606
C 6.137 -0.837 10.268
C 5.470 -0.680 8.964
N 4.944 -0.556 7.934
H 6.979 -1.535 10.210
H 6.530 0.115 10.638
H 5.450 -1.222 11.029
C 1.676 0.629 7.240
C 0.971 1.876 7.581
N 0.414 2.861 7.850
H 1.768 0.499 6.157
H 2.689 0.611 7.655
H 1.152 -0.251 7.628
C -2.534 0.404 -11.675
C -3.639 0.759 -10.768
N -4.512 1.039 -10.052
H -2.872 -0.243 -12.491
H -2.085 1.292 -12.131
H -1.735 -0.129 -11.149
C -9.101 -5.508 -1.340
C -8.129 -5.779 -2.413
N -7.361 -5.993 -3.260
H -8.948 -6.167 -0.479
H -9.026 -4.478 -0.977
H -10.131 -5.656 -1.682
C 3.896 -3.523 6.693
C 3.230 -4.809 6.962
N 2.704 -5.824 7.175
H 4.935 -3.664 6.378
H 3.390 -2.964 5.899
H 3.911 -2.882 7.581
C -5.272 3.658 0.906
C -5.948 2.523 0.255
N -6.482 1.627 -0.259
H -5.065 4.466 0.197
H -5.880 4.082 1.713
H -4.314 3.360 1.346
C -5.027 -2.902 -9.990
C -4.225 -2.663 -11.201
N -3.591 -2.474 -12.158
H -5.221 -3.969 -9.836
H -4.523 -2.532 -9.091
H -6.000 -2.401 -10.044
```

**Total charge**: +1
**Multiplicity**: 1
**Highest occupied orbital energy**: -12.5 eV
**Kohn-Sham gap**: 0.3106 hartree

Here are the Mulliken charges for atoms 1 to 5, given in e: atom 1 (C): -0.82, atom 2 (C): -0.34, atom 3 (S): 0.08, atom 4 (C): -0.70, atom 5 (N): 0.99



Entry 2:
# C37H60N6O7RbS2Si

A molecular structure, C37H60N6O7RbS2Si (ωB97M-V/def2-TZVPD, the Open Molecules 2025 dataset).

```
114
C37H60N6O7RbS2Si | the Open Molecules 2025 dataset | ωB97M-V/def2-TZVPD
Rb 0.189 -0.330 -0.183
O -3.619 -1.141 2.766
C -2.447 -0.813 2.188
O -2.052 -1.339 1.185
C -1.728 0.254 2.980
O -0.541 0.564 2.327
C 0.256 1.530 3.001
C 1.556 1.821 2.229
O 2.177 2.824 2.590
O 1.873 1.002 1.313
H -4.037 -1.789 2.181
H -1.557 -0.136 3.993
H -2.396 1.121 3.070
H 0.532 1.160 3.996
H -0.300 2.465 3.117
O -1.926 -2.961 -1.912
C -1.471 -3.414 -3.160
C -0.006 -3.135 -3.419
C 0.699 -3.869 -4.366
C 2.014 -3.533 -4.632
C 2.579 -2.462 -3.958
C 1.805 -1.795 -3.025
N 0.545 -2.131 -2.742
H -1.640 -2.042 -1.825
H -2.046 -2.957 -3.979
H -1.652 -4.490 -3.200
H 0.216 -4.693 -4.878
H 2.591 -4.097 -5.355
H 3.595 -2.139 -4.140
H 2.213 -0.940 -2.497
C 6.645 -0.289 0.856
C 5.481 0.216 0.014
C 4.491 -0.880 -0.342
N 3.844 -1.372 0.878
C 3.070 -2.443 1.010
S 2.030 -2.649 2.286
N 3.141 -3.417 -0.004
C 4.228 -4.050 -0.577
O 4.067 -4.778 -1.535
C 5.582 -3.894 0.044
C 6.690 -3.943 -0.795
C 7.966 -3.879 -0.262
C 8.138 -3.795 1.115
C 7.034 -3.773 1.954
C 5.753 -3.817 1.422
H 7.336 0.519 1.099
H 7.204 -1.068 0.331
H 6.297 -0.720 1.797
H 5.841 0.643 -0.926
H 4.952 1.028 0.519
H 5.022 -1.693 -0.834
H 3.741 -0.491 -1.026
H 3.627 -0.655 1.564
H 2.262 -3.881 -0.185
H 6.534 -4.035 -1.862
H 8.828 -3.901 -0.916
H 9.136 -3.751 1.533
H 7.168 -3.720 3.026
H 4.892 -3.806 2.079
C -2.821 4.710 -1.301
C -2.357 3.412 -0.639
C -0.992 3.670 0.022
C -3.309 3.112 0.526
Si -2.174 1.764 -1.750
C -4.036 1.187 -2.188
C -3.981 0.207 -3.366
C -4.568 0.364 -1.002
C -5.077 2.258 -2.525
C -1.416 2.353 -3.507
C -0.971 1.097 -4.285
C -2.272 3.207 -4.448
C -0.137 3.145 -3.217
H -2.914 5.511 -0.550
H -3.791 4.603 -1.790
H -2.112 5.062 -2.053
H -1.067 4.491 0.751
H -0.212 3.937 -0.692
H -0.648 2.781 0.559
H -3.242 3.909 1.282
H -3.043 2.168 1.016
H -4.352 3.043 0.216
H -3.219 -0.565 -3.212
H -3.768 0.705 -4.311
H -4.949 -0.303 -3.476
H -3.892 -0.463 -0.770
H -5.554 -0.061 -1.248
H -4.685 0.959 -0.094
H -4.772 2.882 -3.366
H -5.275 2.922 -1.682
H -6.036 1.786 -2.794
H -1.755 0.720 -4.944
H -0.684 0.278 -3.619
H -0.098 1.319 -4.916
H -3.166 2.681 -4.785
H -1.698 3.474 -5.350
H -2.595 4.140 -3.981
H 0.531 2.596 -2.546
H -0.339 4.118 -2.767
H 0.412 3.327 -4.154
C 2.741 1.794 -6.410
C 3.504 2.788 -5.545
C 3.355 2.509 -4.080
N 3.133 1.347 -3.582
N 3.047 1.330 -2.213
C 3.222 2.513 -1.681
N 3.253 2.748 -0.355
S 3.496 3.753 -2.871
H 2.932 1.985 -7.467
H 1.668 1.872 -6.232
H 3.036 0.771 -6.178
H 3.168 3.807 -5.748
H 4.570 2.766 -5.795
H 2.839 2.029 0.264
H 3.096 3.687 -0.027
```

**Total charge**: -1
**Multiplicity**: 1
**Energy relative to the best compared isomer or geometry (same formula, charge and spin)**: 0.356 eV
**Highest occupied orbital energy**: -2.9 eV
**Kohn-Sham gap**: 0.1812 hartree

Here are the Mulliken charges for atoms 1 to 5, given in e: atom 1 (Rb): 1.49, atom 2 (O): -0.54, atom 3 (C): 0.43, atom 4 (O): -0.44, atom 5 (C): -0.91



Entry 3:
# C37H61BrF16N2O8

3 unconnected molecules or ions with the total composition C37H61BrF16N2O8 (ωB97M-V/def2-TZVPD, the Open Molecules 2025 dataset).

```
125
C37H61BrF16N2O8 | the Open Molecules 2025 dataset | ωB97M-V/def2-TZVPD
C 1.714 -5.136 -4.898
C 2.212 -4.017 -5.808
C 1.546 -2.664 -5.503
C 2.454 -1.669 -4.755
N 1.908 -1.193 -3.481
C 1.069 -0.022 -3.345
Br 0.175 0.322 -5.036
C -0.016 -0.226 -2.205
C -0.243 -1.682 -1.810
C 0.872 -2.369 -0.997
C 0.369 -2.911 0.345
C -0.140 -1.859 1.331
C 0.951 -0.889 1.829
C 1.237 -1.024 3.325
C 2.013 -2.294 3.682
O 1.199 -3.434 3.892
C 0.517 -3.425 5.125
O -1.180 0.471 -2.494
C -2.400 -0.189 -2.804
C -3.357 0.873 -3.310
O -3.923 1.636 -2.269
C -3.090 2.669 -1.752
C -2.626 2.388 -0.320
O 0.534 0.468 -1.069
C 1.722 1.063 -1.327
O 2.469 1.419 -0.454
C 1.866 1.229 -2.843
C 1.128 2.542 -3.157
C 1.562 3.731 -2.298
C 1.231 5.060 -2.976
O 2.356 5.549 -3.683
C 2.752 6.870 -3.385
N 3.202 1.309 -3.375
C 4.360 0.783 -2.653
C 5.208 1.849 -1.964
C 6.274 1.231 -1.047
H 1.903 -4.899 -3.847
H 2.210 -6.083 -5.117
H 0.639 -5.284 -5.019
H 2.038 -4.299 -6.849
H 3.298 -3.935 -5.699
H 1.154 -2.213 -6.413
H 0.681 -2.842 -4.857
H 3.371 -2.197 -4.479
H 2.763 -0.841 -5.400
H 2.659 -1.130 -2.813
H -1.163 -1.712 -1.225
H -0.424 -2.248 -2.725
H 1.725 -1.709 -0.829
H 1.249 -3.207 -1.584
H 1.184 -3.456 0.832
H -0.415 -3.647 0.137
H -0.538 -2.402 2.191
H -0.972 -1.298 0.895
H 1.884 -1.068 1.284
H 0.678 0.141 1.603
H 1.808 -0.157 3.667
H 0.288 -1.019 3.869
H 2.646 -2.128 4.564
H 2.671 -2.563 2.852
H -0.327 -2.726 5.127
H 1.196 -3.160 5.946
H 0.147 -4.434 5.297
H -2.260 -0.964 -3.563
H -2.837 -0.639 -1.909
H -4.180 0.388 -3.836
H -2.831 1.521 -4.021
H -3.649 3.608 -1.802
H -2.214 2.783 -2.396
H -3.211 1.578 0.114
H -2.740 3.274 0.305
H -1.572 2.105 -0.310
H 1.327 2.762 -4.209
H 0.055 2.385 -3.043
H 1.063 3.690 -1.327
H 2.640 3.707 -2.127
H 0.887 5.795 -2.242
H 0.411 4.922 -3.693
H 3.826 6.946 -3.548
H 2.539 7.122 -2.341
H 2.246 7.592 -4.035
H 3.405 2.246 -3.695
H 4.998 0.245 -3.365
H 4.041 0.051 -1.908
H 4.547 2.497 -1.390
H 5.689 2.456 -2.736
H 6.311 0.144 -1.161
H 6.055 1.435 0.001
H 7.274 1.604 -1.268
C -5.199 6.632 -1.567
C -5.653 6.144 -0.187
C -7.044 5.511 -0.076
F -8.001 6.405 -0.402
F -7.240 5.124 1.202
F -5.511 7.116 0.731
F -4.793 5.125 0.130
O -5.343 8.012 -1.817
C -6.464 8.535 -2.386
C -7.114 9.595 -1.483
F -7.433 9.059 -0.289
F -8.247 10.032 -2.076
F -7.348 7.589 -2.746
F -6.089 9.187 -3.517
H -4.123 6.463 -1.576
H -5.642 6.024 -2.356
H -7.119 4.639 -0.731
H -6.426 10.430 -1.340
C -0.489 -8.052 9.260
C 0.569 -8.538 10.256
C 1.382 -7.476 11.005
F 2.106 -6.734 10.143
F 2.232 -8.101 11.848
F 1.396 -9.425 9.675
F -0.132 -9.185 11.239
O -0.106 -8.040 7.904
C 0.450 -6.948 7.314
C 1.834 -7.262 6.723
F 2.659 -7.714 7.687
F 2.350 -6.124 6.211
F 0.500 -5.886 8.138
F -0.334 -6.600 6.260
H -1.279 -8.800 9.315
H -0.907 -7.096 9.575
H 0.721 -6.825 11.582
H 1.739 -8.012 5.937
```

**Total charge**: 0
**Multiplicity**: 1
**Highest occupied orbital energy**: -8.7 eV
**Kohn-Sham gap**: 0.3332 hartree

Here are the Mulliken charges for atoms 1 to 5, given in e: atom 1 (C): -1.16, atom 2 (C): -0.64, atom 3 (C): -0.21, atom 4 (C): -0.97, atom 5 (N): 0.56



Entry 4:
# C37H61BrIrO3PS6

A molecular structure, C37H61BrIrO3PS6 (ωB97M-V/def2-TZVPD, the Open Molecules 2025 dataset).

```
110
C37H61BrIrO3PS6 | the Open Molecules 2025 dataset | ωB97M-V/def2-TZVPD
Ir 0.355 -0.093 0.252
C 1.251 2.537 2.616
C 1.641 1.186 3.172
S 2.304 -0.021 1.968
C 3.687 0.866 1.149
C 3.433 1.744 -0.077
S 1.991 1.349 -1.164
C 1.175 2.984 -1.264
C 0.752 3.615 0.051
S -0.006 2.462 1.276
H 2.120 3.080 2.247
H 0.799 3.121 3.421
H 0.771 0.678 3.586
H 2.399 1.314 3.950
H 4.360 0.052 0.886
H 4.171 1.460 1.925
H 4.296 1.659 -0.740
H 3.327 2.791 0.196
H 0.315 2.796 -1.905
H 1.851 3.658 -1.795
H -0.002 4.374 -0.158
H 1.584 4.117 0.539
C -4.970 -0.162 -0.644
C -4.130 -1.430 -0.619
S -2.370 -1.283 -1.048
C -2.527 -0.650 -2.777
C -2.616 0.870 -2.786
S -2.094 1.488 -1.132
C -3.087 3.028 -0.995
C -4.499 2.642 -0.586
S -4.375 1.153 0.476
H -5.970 -0.426 -0.295
H -5.058 0.246 -1.649
H -4.558 -2.142 -1.326
H -4.119 -1.880 0.371
H -3.394 -1.119 -3.239
H -1.631 -0.991 -3.292
H -3.626 1.226 -2.973
H -1.952 1.319 -3.527
H -3.039 3.590 -1.928
H -2.601 3.592 -0.202
H -5.143 2.424 -1.435
H -4.968 3.429 0.005
O 0.923 -1.955 -0.939
P 1.642 -3.287 -0.959
C 3.498 -2.963 -0.902
C 3.837 -1.583 -1.449
C 3.961 -1.557 -2.965
C 5.035 -2.539 -3.415
C 4.681 -3.952 -2.976
C 4.410 -4.047 -1.475
C 1.090 -4.121 -2.545
C 1.497 -5.579 -2.745
C 0.576 -6.278 -3.757
C 0.085 -5.312 -4.828
C -0.756 -4.186 -4.219
C -0.418 -3.972 -2.738
C 1.301 -4.064 0.715
C -0.157 -4.494 0.875
C -0.420 -5.932 0.441
C 0.507 -6.903 1.160
C 1.966 -6.549 0.901
C 2.269 -5.104 1.282
H 3.650 -2.928 0.188
H 4.795 -1.275 -1.017
H 3.066 -0.881 -1.128
H 4.215 -0.548 -3.295
H 2.996 -1.817 -3.408
H 5.998 -2.253 -2.986
H 5.144 -2.504 -4.499
H 5.500 -4.630 -3.219
H 3.814 -4.279 -3.550
H 5.375 -3.956 -0.967
H 4.016 -5.036 -1.232
H 1.572 -3.494 -3.306
H 1.452 -6.125 -1.800
H 2.526 -5.647 -3.096
H -0.296 -6.701 -3.250
H 1.113 -7.109 -4.217
H -0.496 -5.855 -5.574
H 0.953 -4.899 -5.351
H -1.818 -4.426 -4.307
H -0.587 -3.265 -4.780
H -0.941 -4.714 -2.133
H -0.748 -2.986 -2.409
H 1.432 -3.137 1.303
H -0.809 -3.797 0.341
H -0.405 -4.415 1.937
H -0.272 -6.033 -0.636
H -1.459 -6.188 0.652
H 0.308 -7.923 0.833
H 0.316 -6.866 2.236
H 2.202 -6.723 -0.153
H 2.614 -7.208 1.480
H 3.300 -4.869 1.015
H 2.205 -5.031 2.372
Br -2.568 1.289 3.903
C -2.562 -0.496 4.535
C -2.986 -0.762 5.831
C -2.939 -2.063 6.303
C -2.513 -3.094 5.476
C -2.147 -2.828 4.163
C -2.152 -1.525 3.686
C -1.701 -1.256 2.264
O -2.209 -1.903 1.356
O -0.796 -0.377 2.148
H -3.339 0.038 6.464
H -3.234 -2.274 7.320
H -2.458 -4.104 5.850
H -1.854 -3.631 3.501
```

**Total charge**: +3
**Multiplicity**: 6
**<S²>**: 8.7834
**Highest occupied orbital energy (alpha / beta)**: -15.2 / -15.9 eV
**Kohn-Sham gap (alpha / beta)**: 0.2811 / 0.1426 hartree

Here are the Mulliken charges for atoms 1 to 5, given in e: atom 1 (Ir): 3.05, atom 2 (C): -0.95, atom 3 (C): -0.46, atom 4 (S): 0.11, atom 5 (C): -1.13



Number 1: maximum force 7.2 eV Å⁻¹. Number 2: maximum force 0.6 eV Å⁻¹. Number 3: maximum force 0.7 eV Å⁻¹. Number 4: maximum force 2.3 eV Å⁻¹.